# 1
The following is a DFT calculation (wB97M-V/def2-TZVPD) of a molecular structure, C26H49CrNO4Si2 at a distorted geometry.

* net charge: +1
* LUMO energy (spin up / spin down): -4.18 / -3.88 eV
* E_tot: -81607.9074 eV
* multiplicity: 4
* energy relative to the best compared isomer or geometry (same formula, charge and spin): 0.0 kcal/mol
* HOMO-LUMO gap (spin up / spin down): 0.2835 / 0.2985 hartree
* E_HOMO (spin up / spin down): -11.90 / -12.00 eV
* strongest force on any atom: 1.98 eV Å⁻¹

Last column: Löwdin spin population.
Element x y z (Å)
O (-0.66544, 3.30053, 0.95542)  0.021
O (1.70117, 6.11376, -2.04449)  0.000
C (-1.89878, 4.15256, 1.09524)  0.002
C (-2.39513, 4.07710, 2.51243)  0.001
H (-2.61340, 3.75123, 0.37598)  0.000
H (-1.61730, 5.16299, 0.78626)  0.000
H (-2.59540, 3.03750, 2.80012)  0.000
H (-3.33239, 4.63153, 2.61006)  0.000
H (-1.67057, 4.50718, 3.21038)  0.000
C (0.63374, 3.80896, 1.39945)  0.003
C (0.69319, 5.31460, 1.40861)  0.000
H (1.39706, 3.38857, 0.73806)  0.002
H (0.78831, 3.39647, 2.40012)  0.000
H (0.65223, 5.71688, 0.39012)  0.000
H (1.65027, 5.61856, 1.84525)  0.000
H (-0.09784, 5.75488, 2.01974)  0.000
C (2.60052, 5.01803, -2.18958)  0.000
C (0.66380, 6.07620, -3.02145)  0.000
C (3.81889, 5.20912, -1.30457)  0.000
H (2.94356, 4.94974, -3.23442)  0.000
H (2.09702, 4.06743, -1.93758)  0.000
H (4.26395, 6.20413, -1.42622)  0.000
H (4.58052, 4.47331, -1.57963)  0.000
H (3.56838, 5.06541, -0.24540)  0.000
C (0.16240, 7.47660, -3.32871)  0.000
H (-0.17191, 5.46497, -2.63888)  0.000
H (1.01526, 5.61506, -3.96044)  0.000
H (-0.19875, 7.98444, -2.42820)  0.000
H (-0.65673, 7.41372, -4.05131)  0.000
H (0.95170, 8.08865, -3.77775)  0.000
H (-0.78932, 2.41684, 0.24480)  0.014
Cr (-0.02832, 0.40394, 0.02862)  3.071
C (-1.31867, 1.74319, -1.17471)  -0.012
Si (-1.31322, 0.98302, -2.89581)  0.002
H (-2.34539, 1.72280, -0.78928)  0.002
H (-1.05435, 2.78429, -1.40921)  0.007
C (-2.59453, 1.95071, -3.89436)  -0.003
C (-1.80641, -0.82931, -2.97787)  0.002
C (0.39103, 1.12717, -3.66118)  0.001
C (0.12897, 0.50376, 2.09703)  -0.136
Si (1.87105, 0.35132, 2.77787)  -0.012
H (-0.46677, -0.37810, 2.42873)  -0.002
H (-0.36331, 1.37180, 2.57500)  -0.002
C (1.99271, 1.27353, 4.41591)  -0.006
C (3.19796, 1.02755, 1.63403)  0.000
C (2.26670, -1.45085, 3.10381)  0.000
H (0.80805, 2.13351, -3.52039)  0.000
H (0.34140, 0.92377, -4.73997)  0.000
H (1.09088, 0.41419, -3.19801)  0.000
H (-3.53266, 2.03848, -3.32777)  0.000
H (-2.81373, 1.42455, -4.83323)  0.000
H (-2.24415, 2.96307, -4.13587)  0.000
H (-2.53076, -1.10492, -2.20089)  0.000
H (-0.93095, -1.48685, -2.87922)  0.000
H (-2.26857, -1.03535, -3.95595)  0.000
H (3.83248, 1.74747, 2.17059)  0.000
H (2.79377, 1.51007, 0.73548)  0.001
H (3.83220, 0.19854, 1.29034)  0.000
H (3.27507, -1.53407, 3.53335)  0.000
H (2.23021, -2.04286, 2.17931)  0.000
H (1.54896, -1.87572, 3.81913)  0.000
H (2.79879, 0.83534, 5.02055)  -0.001
H (1.05701, 1.18838, 4.98435)  0.000
H (2.21352, 2.33922, 4.26796)  0.000
O (3.27797, -1.45224, -1.35658)  0.001
C (2.15542, -1.12129, -1.00071)  0.006
O (1.69599, 0.11905, -0.88832)  -0.002
C (1.14172, -2.14698, -0.61449)  0.015
C (1.33929, -3.52223, -0.70548)  -0.002
C (0.30188, -4.36201, -0.34196)  0.013
C (-0.93436, -3.81817, 0.08552)  -0.001
C (-2.07355, -4.60654, 0.40238)  0.003
C (-3.26630, -4.00210, 0.77825)  -0.002
C (-3.36076, -2.60315, 0.88717)  0.003
C (-2.27117, -1.79659, 0.60230)  0.004
C (-1.06137, -2.39448, 0.18659)  0.007
N (-0.00482, -1.58452, -0.15963)  -0.005
H (2.30734, -3.86182, -1.06513)  0.000
H (0.41529, -5.44673, -0.39316)  0.001
H (-1.97799, -5.69426, 0.33012)  0.000
H (-4.13772, -4.61942, 0.99370)  0.000
H (-4.30239, -2.13653, 1.20138)  0.000
H (-2.31628, -0.69753, 0.70355)  0.003

Atoms 1-6, force components in eV/Å:
-1.18 0.40 -0.34
0.09 -0.29 -0.43
0.62 -0.23 -0.07
-0.07 -0.14 0.21
0.22 -0.10 0.05
-0.16 -0.30 0.01

***

# 2
The following is a DFT calculation (wB97M-V/def2-TZVPD) of a molecular structure, C42H41BrCaO2P2 at a distorted geometry.

* LUMO energy (spin up / spin down): -0.61 / -0.66 eV
* E_tot: -155363.0247 eV
* HOMO-LUMO gap (spin up / spin down): 0.1355 / 0.1365 hartree
* E_HOMO (spin up / spin down): -4.30 / -4.37 eV
* strongest force on any atom: 4.77 eV Å⁻¹

Last column: Mulliken charge in e.
Element x y z (Å)
Ca (-0.42494, -2.62021, -0.76385)  1.403
C (-1.48465, 0.42159, -3.16431)  -1.004
C (-1.90797, -0.93688, -2.86083)  1.204
C (-1.33352, -2.15557, -3.67606)  -0.839
C (0.14890, -2.19217, -4.13191)  -1.534
C (1.05061, -1.68909, -3.06441)  -0.994
C (1.47055, -0.41141, -3.00994)  -0.024
C (0.98561, 0.71858, -3.90831)  -1.065
C (-0.51719, 0.73802, -4.25043)  -1.492
C (1.99082, 0.91706, 2.34259)  -1.122
H (-2.23233, 1.22432, -3.01419)  0.535
H (-3.01990, -1.06018, -2.89460)  0.846
H (-1.98086, -2.21979, -4.55197)  0.282
H (-1.49661, -3.11498, -3.14630)  0.198
H (0.39165, -3.25659, -4.24135)  0.525
H (0.28078, -1.74938, -5.13319)  0.450
H (1.42604, -2.46927, -2.38948)  1.810
H (2.23544, -0.08774, -2.27609)  0.187
H (1.52651, 0.66651, -4.86957)  0.528
H (1.25113, 1.68590, -3.46678)  0.165
H (-0.76377, 1.76026, -4.58099)  0.495
H (-0.69009, 0.10076, -5.13199)  0.305
H (0.98616, 1.28831, 2.59868)  -0.303
H (2.74975, 1.50907, 2.86973)  0.664
H (2.05522, -0.13318, 2.67035)  0.531
P (-1.83068, -0.24971, -1.10951)  3.149
P (2.25948, 0.99541, 0.57742)  1.813
C (-0.06945, -0.06839, -0.58292)  1.944
C (0.69780, 1.06404, -0.37678)  -0.643
C (-2.83535, -1.68201, -0.48520)  0.140
C (-2.84189, -2.99207, -1.06061)  -1.743
C (-2.89421, -4.12005, -0.22481)  -0.345
C (-3.31308, -3.94645, 1.09880)  -0.708
C (-3.62998, -2.67416, 1.57633)  -0.243
C (-3.44358, -1.55462, 0.76927)  -1.451
C (-2.91072, 1.10057, -0.68549)  -0.800
C (-2.33949, 2.18666, -0.01451)  -0.026
C (-3.00807, 3.40572, 0.10758)  -1.123
C (-4.32368, 3.51811, -0.36927)  -0.546
C (-4.98252, 2.37831, -0.85533)  -0.718
C (-4.27862, 1.18150, -1.02348)  -0.337
C (3.53354, -0.29337, 0.32174)  0.237
C (3.25773, -1.67096, 0.43534)  -0.287
C (4.28244, -2.61826, 0.48530)  -0.781
C (5.62334, -2.22416, 0.49073)  -0.548
C (5.92938, -0.86404, 0.34050)  -0.694
C (4.89519, 0.08088, 0.24483)  -0.730
C (2.93682, 2.55002, 0.08255)  -0.476
C (2.69385, 3.68293, 0.86739)  -0.499
C (3.06909, 4.92239, 0.33642)  -0.659
C (3.61052, 5.01165, -0.95235)  -0.551
C (3.78925, 3.86341, -1.72625)  -0.878
C (3.45699, 2.60860, -1.21302)  -0.200
H (0.70311, -0.81532, -1.04988)  -2.145
H (0.59940, 1.93439, -1.07011)  0.316
H (-2.84900, -3.17520, -2.13394)  0.984
H (-2.65736, -5.11313, -0.62484)  0.509
H (-3.41688, -4.81966, 1.75991)  0.346
H (-4.01720, -2.54966, 2.58642)  0.423
H (-3.73212, -0.56947, 1.12561)  0.057
H (-1.33074, 2.07948, 0.35459)  0.420
H (-2.48658, 4.26629, 0.53424)  0.444
H (-4.84194, 4.47049, -0.32671)  0.387
H (-6.04736, 2.44320, -1.10586)  0.387
H (-4.78853, 0.32540, -1.46966)  0.332
H (2.22758, -2.01939, 0.54108)  0.514
H (4.04691, -3.68557, 0.54637)  0.417
H (6.43253, -2.95489, 0.59696)  0.368
H (6.97300, -0.53787, 0.29386)  0.391
H (5.16005, 1.13509, 0.12433)  0.323
H (2.22028, 3.58435, 1.85018)  0.325
H (2.92135, 5.81315, 0.94695)  0.391
H (3.90052, 5.99001, -1.34627)  0.381
H (4.20442, 3.91941, -2.72578)  0.414
H (3.58093, 1.70296, -1.80929)  0.353
Br (-1.32335, 1.66874, 3.35302)  -0.108
C (-1.14738, 0.19637, 4.54834)  0.287
C (-1.39121, 0.55444, 5.88326)  -0.832
C (-1.50073, -0.41770, 6.87280)  -0.455
C (-1.43560, -1.75558, 6.49097)  -0.604
C (-1.15927, -2.10772, 5.16550)  -0.667
C (-0.95931, -1.15172, 4.14190)  0.449
C (-0.72272, -1.52860, 2.65382)  0.656
O (-0.07010, -2.56312, 2.24435)  -0.890
O (-1.17781, -0.65828, 1.84562)  0.264
H (-1.51373, 1.60251, 6.14833)  0.383
H (-1.67803, -0.11341, 7.90677)  0.363
H (-1.62524, -2.51536, 7.24471)  0.372
H (-1.12931, -3.16050, 4.89292)  0.397

Atoms 1-6, force components in eV/Å:
0.75 1.21 1.58
-0.71 2.68 -0.09
-0.45 -0.91 0.67
-0.10 0.14 0.21
-0.75 -0.56 -0.07
0.87 1.15 -0.94

***

# 3
The following is a DFT calculation (wB97M-V/def2-TZVPD) of 2 unconnected molecules or ions with the total composition C3H2O3 at a distorted geometry.

* LUMO energy: 0.62 eV
* E_tot: -9282.4301 eV
* energy relative to the best compared isomer or geometry (same formula, charge and spin): 71.4 kcal/mol
* HOMO-LUMO gap: 0.3830 hartree
* E_HOMO: -9.80 eV
* strongest force on any atom: 6.14 eV Å⁻¹

Last column: Mulliken charge in e.
Element x y z (Å)
C (-2.37616, -1.16173, -0.24798)  0.655
C (1.50592, 0.77187, 0.45041)  -0.235
C (1.05526, 0.83402, -0.99225)  -0.137
O (-2.58498, -1.82461, -1.11207)  -0.277
O (-2.10758, -0.42672, 0.59590)  -0.378
O (0.96030, -0.27581, -0.39684)  -0.073
H (2.67049, 0.87993, 0.56630)  0.193
H (0.87674, 1.20306, 1.13654)  0.251

Atoms 1-6, force components in eV/Å:
1.31 3.17 3.28
3.73 0.58 -2.15
-0.05 0.73 -0.16
-1.39 -3.87 -4.55
0.11 0.73 1.28
0.21 -1.03 0.62

***

# 4
The following is a DFT calculation (wB97M-V/def2-TZVPD) of C16H14FNO in the gas phase at a distorted geometry.

* LUMO energy: 0.63 eV
* E_tot: -23068.8352 eV
* energy relative to the best compared isomer or geometry (same formula, charge and spin): 0.0 kcal/mol
* HOMO-LUMO gap: 0.3050 hartree
* E_HOMO: -7.67 eV
* strongest force on any atom: 8.23 eV Å⁻¹

Last column: Mulliken charge in e.
Element x y z (Å)
C (-1.49187, 3.14321, -1.73595)  -0.754
N (-1.12524, 2.72735, -0.34637)  -0.100
C (0.35122, 2.60679, -0.03724)  -0.643
C (0.31050, 1.07135, 0.17088)  0.607
C (1.56813, 0.39558, 0.11050)  -0.215
C (2.17117, 0.17829, 1.31593)  0.084
C (3.33982, -0.47911, 1.40614)  -0.734
C (4.06363, -0.88598, 0.20524)  -0.271
C (3.54045, -0.55927, -1.10835)  -0.670
C (2.29211, 0.12454, -1.06345)  -0.092
C (-1.02442, 0.60089, 0.16931)  0.262
C (-1.58900, -0.80191, 0.29382)  0.512
C (-0.76445, -1.85338, 0.72370)  -0.358
C (-1.49216, -3.03811, 0.91059)  -0.445
C (-2.87824, -3.20360, 0.77710)  0.107
F (-3.52381, -4.32613, 1.12422)  -0.293
C (-3.68773, -2.08442, 0.24928)  -0.438
C (-2.96379, -0.94096, -0.01244)  -0.727
O (-1.76541, 1.60412, 0.25192)  -0.383
H (-0.82547, 2.49378, -2.28108)  0.308
H (-2.55382, 2.72418, -2.03134)  0.244
H (-1.28437, 4.25376, -1.89783)  0.276
H (1.15614, 2.94085, -0.73593)  0.274
H (0.38048, 3.17591, 0.88738)  0.222
H (1.53503, 0.39656, 2.17400)  0.381
H (3.79693, -0.68379, 2.32841)  0.446
H (5.10886, -1.27536, 0.31012)  0.304
H (4.23749, -0.66590, -2.01363)  0.298
H (1.86881, 0.23760, -2.04947)  0.374
H (0.35918, -1.83941, 0.79601)  0.233
H (-0.91268, -3.86070, 1.28524)  0.416
H (-4.78618, -2.17301, 0.15290)  0.390
H (-3.41135, -0.00374, -0.32964)  0.386

Atoms 1-6, force components in eV/Å:
-1.05 -2.21 0.47
0.13 3.67 0.30
-2.50 -1.89 0.77
-2.18 -0.49 -1.36
1.38 -0.48 -1.57
-1.33 -0.40 1.13